No. 1
Formula: C2H6N5O3
Source: the OMol25 dataset
Level of theory: ωB97M-V/def2-TZVPD

```
16
Properties=species:S:1:pos:R:3:forces:R:3:mulliken_charge:R:1
C 1.273 -2.367 0.001 1.592 1.408 -3.034 -0.699
C -0.661 0.584 -0.015 -2.737 -1.996 0.546 -0.073
N -0.221 1.107 1.163 0.153 -0.592 0.122 -0.494
N 0.708 -1.107 0.336 4.850 -1.116 2.096 -0.550
N -2.028 0.884 -0.355 3.459 -3.254 -0.454 -0.496
N -0.289 -0.795 -0.322 -4.691 5.056 0.438 1.026
N 0.385 2.234 1.175 0.579 0.687 -1.374 1.029
O -0.912 -1.372 -1.259 -0.597 -1.080 -1.305 -0.894
O 0.404 2.981 0.115 -0.108 -0.620 1.022 -0.628
O 0.970 2.554 2.204 0.012 0.681 0.308 -0.703
H 0.692 -3.104 0.512 0.233 -1.239 0.312 0.266
H 2.417 -2.265 0.206 -2.168 -0.812 0.037 0.246
H 1.116 -2.438 -1.170 0.463 -0.677 2.096 0.216
H 0.401 1.068 -1.053 0.187 0.601 -0.148 0.160
H -2.221 0.176 -1.101 -0.393 1.257 0.141 0.312
H -2.035 1.859 -0.437 -0.832 1.694 -0.805 0.284
```
Forces are in eV/Å.

HOMO-LUMO gap (spin up / spin down) ... 5.7 / 6.2 eV
2S+1 ... 3
Total charge ... -1

No. 2
Formula: H19NaO11
Source: the OMol25 dataset
Level of theory: ωB97M-V/def2-TZVPD

```
31
Properties=species:S:1:pos:R:3:forces:R:3:mulliken_charge:R:1
Na 1.180 25.278 4.645 0.068 -0.043 0.077 0.922
O 1.784 27.539 4.382 -1.035 -0.075 0.115 -1.094
H 1.219 28.110 3.826 0.332 -0.313 0.867 0.068
O 0.337 24.432 2.458 0.473 -0.903 -0.067 -1.246
H 0.636 23.732 1.846 -0.949 0.728 -0.041 0.084
O 2.417 24.394 6.615 0.178 -0.085 -0.360 -1.207
H 3.306 24.480 6.219 -0.580 0.414 0.530 0.204
O -1.016 24.440 5.745 -0.037 0.160 0.031 -0.435
H -0.812 24.187 6.645 0.444 -0.027 0.273 0.260
H -1.782 23.914 5.515 -0.053 -0.025 -0.279 0.237
O -2.074 25.286 3.025 -1.949 0.710 0.338 -0.669
H -2.520 24.457 3.201 0.056 -0.132 -0.047 0.241
H -1.156 25.044 2.909 1.497 -0.609 -0.660 0.400
O 4.164 26.171 4.804 1.211 -0.448 -0.114 -0.656
H 4.387 26.380 5.711 -0.163 0.044 0.231 0.293
H 3.293 26.547 4.678 -0.756 0.859 -0.237 0.292
O 2.865 27.317 2.139 1.112 0.366 -2.594 -0.705
H 3.643 26.834 2.418 0.013 -0.221 0.195 0.313
H 2.254 27.229 2.870 -0.307 -0.072 1.373 0.439
O 3.146 22.661 4.742 1.059 -1.128 -0.760 -0.692
H 2.382 22.472 4.197 -0.108 -0.198 -0.221 0.313
H 2.800 23.177 5.470 -0.634 0.538 1.142 0.461
O 1.682 26.899 7.158 -0.540 1.394 1.164 -0.729
H 1.848 27.195 6.263 -0.187 0.540 -0.861 0.296
H 1.852 25.957 7.134 0.696 -1.558 -0.162 0.381
O 0.700 22.063 3.587 -0.076 -2.017 0.649 -0.723
H 0.530 22.960 3.301 -0.535 1.770 -0.384 0.474
H 0.540 21.528 2.810 0.032 -0.100 -0.120 0.275
O 2.973 24.227 2.238 1.499 -0.555 -0.261 -0.489
H 3.266 24.158 1.330 0.144 0.183 -0.169 0.230
H 2.019 24.287 2.179 -0.906 0.801 0.354 0.459
```
Forces are in eV/Å.

HOMO-LUMO gap ... 5.8 eV
Total charge ... -2

No. 3
Formula: C26H22Br2IN2O11S3V
Source: the OMol25 dataset
Level of theory: ωB97M-V/def2-TZVPD

```
68
Properties=species:S:1:pos:R:3:forces:R:3:mulliken_charge:R:1
V 0.188 0.024 0.065 -2.359 -0.591 3.585 0.205
C -3.866 -1.033 1.615 -0.265 0.057 -0.177 -0.381
C -3.433 -2.088 0.625 0.536 0.211 0.000 0.682
C -4.316 -3.030 0.077 0.064 -0.445 -0.367 -1.063
C -3.850 -3.928 -0.857 -0.144 0.161 0.247 -0.986
C -2.518 -3.839 -1.307 0.193 0.269 0.173 0.322
C -1.907 -4.641 -2.290 0.490 -0.217 -0.482 -0.041
Br -2.835 -6.132 -3.022 -0.042 0.006 0.003 -0.283
C -0.640 -4.370 -2.764 -0.899 -0.455 0.144 -0.511
C 0.062 -3.271 -2.297 0.213 1.135 0.773 -0.479
Br 1.747 -2.842 -3.036 -0.094 -0.214 -0.099 -0.112
C -0.459 -2.424 -1.304 -0.475 -1.606 -0.901 -0.186
O 0.087 -1.350 -0.907 -0.185 -3.893 -3.074 0.888
C -1.740 -2.789 -0.748 0.054 -0.424 -0.471 0.251
N -2.177 -2.014 0.239 -0.775 0.286 0.275 0.303
H -4.956 -1.073 1.746 0.064 0.047 -0.040 0.408
H -3.594 -0.058 1.197 -0.110 -0.150 0.073 -0.195
H -3.433 -1.950 3.276 0.066 0.092 -0.050 0.316
H -5.351 -3.047 0.383 -0.097 -0.007 0.057 0.429
H -4.503 -4.676 -1.283 -0.018 -0.033 0.025 0.357
H -0.196 -4.992 -3.526 -0.019 -0.048 -0.024 0.467
O 0.910 0.251 -2.752 0.174 0.354 -0.250 -0.287
C 1.435 1.335 -2.801 -0.074 -0.103 -0.849 -0.757
C 2.454 1.834 -1.870 0.333 -0.191 1.041 1.374
C 3.263 2.898 -2.227 0.186 0.040 0.124 -0.699
C 4.201 3.400 -1.329 -0.894 -1.211 0.473 -0.507
C 4.325 2.850 -0.047 0.191 0.393 -0.480 -0.490
C 3.522 1.806 0.331 -0.485 -0.558 -0.139 -0.525
C 2.566 1.276 -0.560 1.543 2.270 -1.063 -0.300
O 1.744 0.368 -0.179 4.986 0.680 -0.676 1.186
N 5.013 4.501 -1.707 0.714 0.953 -0.361 1.010
O 5.766 4.979 -0.867 -0.147 -0.075 -0.279 -0.646
O 4.921 4.920 -2.855 0.094 -0.040 0.335 -0.639
H 1.201 2.030 -3.633 0.022 0.052 0.052 0.238
H 3.182 3.358 -3.203 -0.090 -0.037 -0.011 0.548
H 5.051 3.278 0.629 -0.028 -0.039 0.040 0.499
H 3.573 1.384 1.325 -0.034 -0.011 0.073 0.474
O -3.204 -1.110 2.858 0.001 -0.302 0.345 -0.490
S -1.058 1.198 2.415 -0.993 0.885 0.967 0.875
O -0.625 1.815 3.674 0.108 -0.001 0.425 -0.812
O 0.055 1.317 1.359 -0.138 2.130 1.763 -0.514
C -2.175 2.538 1.803 0.339 -0.394 0.192 0.249
C -2.870 3.256 2.765 0.039 -0.035 0.049 -0.894
C -3.691 4.305 2.393 -0.046 -0.013 -0.087 -0.620
C -3.804 4.645 1.052 0.066 0.051 -0.040 -0.580
C -3.115 3.922 0.091 -0.023 0.034 -0.200 -0.578
C -2.314 2.858 0.470 0.109 -0.311 -0.235 -0.011
S -1.545 1.865 -0.814 -1.633 2.371 -1.482 2.027
O -2.397 2.002 -1.968 0.005 -0.079 0.301 -0.843
O -0.180 2.312 -1.034 -0.092 -0.364 0.211 -0.645
O -1.595 0.476 -0.275 -1.482 0.161 -0.727 -0.829
H -2.730 2.985 3.801 0.025 0.011 0.083 0.465
H -4.242 4.861 3.142 0.039 -0.008 0.004 0.384
H -4.428 5.478 0.756 -0.033 0.016 -0.051 0.386
H -3.191 4.154 -0.960 -0.115 0.064 -0.084 0.507
I 1.677 -0.671 3.059 0.727 -0.396 0.718 -0.041
C 0.312 -1.321 1.593 -0.030 -0.250 0.234 -1.183
H -0.659 -1.337 2.085 0.048 -0.089 -0.015 0.665
H 0.611 -2.335 1.325 -0.032 0.173 -0.119 0.433
C 3.066 -3.692 0.463 0.239 0.521 -0.258 -0.892
S 3.404 -2.004 -0.114 0.529 -0.400 0.281 0.332
C 4.863 -1.664 0.919 -0.510 -0.257 -0.332 -0.972
H 2.919 -3.678 1.539 -0.074 -0.062 0.152 0.246
H 3.893 -4.343 0.193 0.026 -0.179 0.040 0.400
H 2.162 -4.023 -0.037 -0.108 -0.081 -0.036 0.201
H 5.656 -2.358 0.657 0.180 -0.023 0.072 0.376
H 4.600 -1.746 1.971 0.034 0.051 0.090 0.218
H 5.170 -0.650 0.687 0.105 0.116 0.044 0.268
```
Forces are in eV/Å.

HOMO-LUMO gap (spin up / spin down) ... 6.3 / 7.0 eV
2S+1 ... 2
Total charge ... -1
ΔE to the lowest compared entry with this formula, charge and spin ... 92.9 kcal/mol

No. 4
Formula: C7H10
Source: the OMol25 dataset
Level of theory: ωB97M-V/def2-TZVPD

```
17
Properties=species:S:1:pos:R:3:forces:R:3:mulliken_charge:R:1
C 1.710 -1.093 -0.171 0.030 0.006 0.010 -1.494
C 0.405 -0.363 -0.011 0.261 -0.172 0.051 0.614
C -1.001 -0.977 -0.138 -0.098 -0.237 -0.175 -0.443
C -1.252 0.512 0.174 -0.358 0.199 0.439 -0.659
C 0.057 2.184 -0.329 -0.105 -0.007 -0.448 -0.802
C -0.121 0.344 1.265 -0.044 -0.155 0.366 -0.538
C -0.105 0.856 -0.875 0.262 0.341 -0.072 0.080
H 1.840 -1.822 0.637 0.010 0.079 -0.112 0.332
H 1.735 -1.635 -1.124 0.015 0.099 0.121 0.325
H 2.554 -0.397 -0.149 -0.094 -0.078 0.025 0.345
H -1.299 -1.639 0.686 0.057 0.052 -0.233 0.254
H -1.305 -1.378 -1.108 0.007 0.208 -0.002 0.281
H -2.229 1.007 0.167 0.290 -0.039 0.376 0.490
H -0.723 2.816 -0.790 0.232 0.032 -0.506 0.178
H -0.437 -0.307 2.078 0.153 -0.277 -0.001 0.267
H 0.483 1.175 1.631 -0.505 -0.004 -0.175 0.395
H -0.345 0.678 -1.935 -0.112 -0.047 0.336 0.373
```
Forces are in eV/Å.

HOMO-LUMO gap ... 8.5 eV
ΔE to the lowest compared entry with this formula, charge and spin ... 141.4 kcal/mol